Entry 1:
C4H11NO | ωB97M-V with the def2-TZVPD basis set

ORCA input file:
```
! RIJCOSX wB97M-V def2-TZVPD def2/J DEFGRID3
* xyz 0 1
C 2.14760 0.14473 -0.61799
C 1.90027 -1.00193 -0.00735
O 1.77075 -1.17647 1.32804
H 2.24069 0.19685 -1.68558
H 2.28434 1.06312 -0.06894
H 1.76384 -1.93481 -0.53602
H 1.90955 -0.33258 1.77904
C -1.68097 -0.78823 -0.45656
N -1.22787 0.57268 -0.65694
C -1.32304 1.36827 0.54946
H -1.14197 -1.31280 0.34629
H -2.74025 -0.76988 -0.20178
H -1.55634 -1.34310 -1.38432
H -0.26062 0.55842 -0.97284
H -2.37517 1.46650 0.81986
H -0.92048 2.36112 0.35710
H -0.79035 0.92810 1.40853
*
```

- ΔE to the lowest compared entry with this formula, charge and spin (kcal/mol) = 42.8
- SMILES = C=CO.CNC
- HOMO level (eV) = -8.6
- E (eV) = -7862.6972

---

Entry 2:
C24H54B2F5O9 | ωB97M-V with the def2-TZVPD basis set

ORCA input file:
```
! RIJCOSX wB97M-V def2-TZVPD def2/J DEFGRID3
* xyz -1 1
C 2.86986 -1.17438 2.08627
C 2.57254 -0.52434 0.59869
O 1.14154 -0.20849 0.39907
B 0.50607 -1.24332 -0.48473
O 0.81809 -2.65151 -0.17082
B -0.42451 -0.69188 -1.72986
C -1.60187 -1.72481 -2.23240
F -2.13808 -1.31914 -3.58549
F -1.06142 -3.11909 -2.44886
C -2.78803 -1.76858 -1.09726
C -3.39489 -3.26595 -0.70620
C -4.57295 -3.38086 0.45203
C -5.17646 -2.04573 1.23581
C -4.60655 -0.53231 0.83079
C -5.27015 0.75073 1.61025
F -6.68119 0.36149 1.97533
F -5.21703 1.92249 0.68672
F -4.55343 1.04819 2.89567
C -3.41642 -0.42684 -0.33109
H 3.95322 -1.63970 2.11954
H 2.03126 -1.96018 2.33696
H 2.86370 -0.33112 2.92965
H 3.14675 0.52044 0.53605
H 3.02386 -1.25347 -0.19948
H 0.50002 -2.91728 0.74528
H -0.92367 0.32685 -1.34681
H 0.29518 -0.42981 -2.64148
H -3.02631 -4.24859 -1.22795
H -5.00952 -4.44311 0.73623
H -6.00554 -2.13950 2.07084
H -2.99543 0.62552 -0.64015
C -8.72254 3.53360 -0.95095
C -9.07420 2.08973 -0.65833
O -7.93634 1.26359 -0.85670
H -8.36659 3.64193 -1.98069
H -9.59046 4.18323 -0.80698
H -7.91383 3.87553 -0.29683
H -9.86718 1.74541 -1.32871
H -9.41874 1.97097 0.37346
H -7.24088 1.57216 -0.25095
C -6.82251 2.80505 -5.73379
C -8.31858 2.79972 -5.49762
O -8.79958 1.46402 -5.46397
H -6.58001 2.30480 -6.67706
H -6.43656 3.82777 -5.76689
H -6.30316 2.25771 -4.94038
H -8.83533 3.32850 -6.30394
H -8.56813 3.28675 -4.55002
H -8.34078 1.00542 -4.73940
C 5.31806 2.05972 -2.10482
C 5.93982 0.91920 -1.32592
O 5.09808 -0.22306 -1.38338
H 4.33247 2.31052 -1.69921
H 5.95265 2.94958 -2.06672
H 5.16898 1.77756 -3.15218
H 6.06671 1.19733 -0.27552
H 6.92004 0.65389 -1.73355
H 4.99854 -0.46702 -2.31954
C -3.29833 -2.33279 4.74745
C -2.27726 -3.38838 4.37707
O -1.43738 -2.90734 3.33794
H -3.90804 -2.06537 3.87821
H -3.95669 -2.68971 5.54443
H -2.80314 -1.41585 5.08332
H -2.77562 -4.29491 4.02122
H -1.65508 -3.65180 5.23784
H -0.99311 -2.10718 3.66686
C 7.50124 -2.77052 -3.33459
C 6.24261 -3.32460 -3.96932
O 5.36267 -2.26294 -4.30868
H 7.25767 -2.19534 -2.43534
H 8.18844 -3.57673 -3.06293
H 8.01266 -2.08749 -4.02067
H 5.72315 -3.98916 -3.27268
H 6.47664 -3.89021 -4.87636
H 5.83028 -1.68320 -4.93403
C 9.90124 1.20843 1.77330
C 8.64261 0.65434 1.13857
O 7.76267 1.71601 0.79921
H 9.65767 1.78360 2.67256
H 10.58844 0.40222 2.04496
H 10.41266 1.89146 1.08722
H 8.12315 -0.01022 1.83522
H 8.87664 0.08874 0.23153
H 8.23028 2.29575 0.17386
C 2.81821 2.50669 6.33897
C 2.60264 2.40745 4.84307
O 2.07704 1.13034 4.51242
H 3.50722 1.72755 6.68104
H 3.22740 3.48399 6.61002
H 1.87628 2.35735 6.87681
H 3.54964 2.53525 4.31049
H 1.90472 3.17514 4.49526
H 1.23222 1.03010 4.98365
*
```

- HOMO level (eV) = -5.1
- E (eV) = -59121.4295

---

Entry 3:
C5H12N2O | ωB97M-V with the def2-TZVPD basis set

ORCA input file:
```
! RIJCOSX wB97M-V def2-TZVPD def2/J DEFGRID3
* xyz 0 1
O 0.11913 2.92512 -0.79009
C 0.30366 1.95945 -1.61446
C 1.02684 0.82189 -1.41968
C 1.28452 -0.03932 -0.20793
C 0.20344 -0.37169 0.79398
C -1.22418 -0.06264 0.51881
N -1.57501 1.32937 0.64706
N 0.08417 -2.92546 1.09407
H 0.05512 2.11476 -2.66855
H 1.34427 0.47466 -2.35204
H 1.74831 -0.93957 -0.62467
H 2.14033 0.50436 0.30269
H 0.13661 -1.52786 0.84323
H 0.53070 -0.00959 1.75305
H -1.31307 -0.38347 -0.53119
H -1.94002 -0.65536 1.09512
H -0.97395 2.01283 0.10574
H -2.55753 1.55719 0.34987
H 1.03020 -3.20711 1.08976
H -0.42355 -3.57757 1.61523
*
```

- ΔE to the lowest compared entry with this formula, charge and spin (kcal/mol) = 206.5
- HOMO level (eV) = -7.8
- E (eV) = -10399.4683

---

Entry 4:
C23H20N4O5S | ωB97M-V with the def2-TZVPD basis set

ORCA input file:
```
! RIJCOSX wB97M-V def2-TZVPD def2/J DEFGRID3
* xyz 0 1
C 7.65502 0.94694 0.12476
C 6.21247 0.57274 -0.03263
C 5.45504 0.19687 1.07075
C 4.11990 -0.13050 0.93526
C 3.50334 -0.08550 -0.30946
C 2.05035 -0.44131 -0.44921
N 1.25879 0.20861 0.57731
C 0.23611 -0.39493 1.19126
O -0.13156 -1.53102 0.95979
C -0.49630 0.50365 2.20661
N -1.57514 1.16737 1.48641
C -1.22645 2.26614 0.70362
O -0.10389 2.73302 0.73884
C -2.31215 2.72169 -0.11629
S -2.25720 4.09357 -1.16531
C -3.81996 3.71558 -1.75621
C -4.36461 2.60127 -1.19658
C -3.49698 2.01627 -0.24332
N -3.71838 0.91300 0.53650
C -4.70470 -0.11023 0.21298
C -3.96189 -1.39176 -0.09318
C -4.34209 -2.61057 0.45308
C -3.56473 -3.74326 0.26622
C -2.38060 -3.67150 -0.44277
C -2.00954 -2.45476 -0.99721
N -0.76295 -2.33310 -1.70451
O -0.07770 -3.32162 -1.82898
O -0.47831 -1.24082 -2.15536
C -2.80004 -1.32666 -0.84688
C -2.80138 0.52509 1.50339
O -3.06862 -0.34272 2.29904
C 4.25553 0.29094 -1.41236
C 5.59418 0.61195 -1.27491
H 7.73724 1.98310 0.45517
H 8.18760 0.84916 -0.81809
H 8.13822 0.31924 0.87049
H 5.91977 0.15738 2.04583
H 3.54579 -0.42830 1.80105
H 1.90431 -1.51998 -0.32405
H 1.68023 -0.16310 -1.44232
H 1.39569 1.20309 0.70553
H -0.94371 -0.11678 2.98358
H 0.16633 1.25940 2.62906
H -4.26890 4.34872 -2.49583
H -5.34249 2.23489 -1.44825
H -5.28778 0.22302 -0.64551
H -5.36767 -0.25872 1.06927
H -5.23776 -2.66749 1.05270
H -3.86964 -4.67901 0.70822
H -1.73226 -4.52544 -0.55882
H -2.46771 -0.40125 -1.29566
H 3.79141 0.32769 -2.38727
H 6.16581 0.89996 -2.14575
*
```

- ΔE to the lowest compared entry with this formula, charge and spin (kcal/mol) = 40.4
- SMILES = Cc1ccc(CNC(=O)Cn2c(=O)c3sccc3n(Cc3cccc([N+](=O)[O-])c3)c2=O)cc1
- HOMO level (eV) = -8.7
- E (eV) = -51208.2969

---

Entry 5:
C4H11NO2 | ωB97M-V with the def2-TZVPD basis set

ORCA input file:
```
! RIJCOSX wB97M-V def2-TZVPD def2/J DEFGRID3
* xyz 0 1
N -0.10558 -1.22461 -0.64402
C 0.33997 0.19191 -0.27551
C 0.25172 1.12450 -1.54234
O 0.99884 0.41892 -2.48349
C -0.47739 0.84439 0.82156
C -0.40981 0.05014 2.17694
O -0.54300 -1.31329 2.17344
H 0.32853 -1.57227 -1.48561
H -1.08910 -1.38307 -0.63520
H 1.36539 0.07529 -0.00325
H 0.95369 1.99045 -1.33288
H -0.76228 1.50906 -1.89214
H 0.38476 -0.02356 -3.06915
H -1.45016 1.00820 0.39934
H -0.03531 1.81528 1.09848
H -1.12389 0.55576 2.71108
H 0.51635 0.17543 2.71902
H -0.22260 -1.68900 1.39494
*
```

- ΔE to the lowest compared entry with this formula, charge and spin (kcal/mol) = 50.0
- SMILES = N[C@@H](CO)CCO
- HOMO level (eV) = -9.3
- E (eV) = -9910.0740

---

Entry 6:
C93H120N16O15 | ωB97M-V with the def2-TZVPD basis set

ORCA input file:
```
! RIJCOSX wB97M-V def2-TZVPD def2/J DEFGRID3
* xyz 0 1
N -0.38113 5.02924 3.46134
C -0.85186 4.15503 4.41456
C -1.19606 4.86311 5.56907
C -0.68572 6.18233 5.37576
C -0.18971 6.26756 4.07580
H -0.13490 4.79049 2.51136
H -1.11628 3.12966 4.20217
H -1.71606 4.52781 6.45427
H -0.60081 7.00732 6.06755
H 0.23712 7.12582 3.57820
N -0.86974 1.74829 -3.42607
C -1.06852 1.82832 -4.78267
C -2.35255 2.27328 -5.04736
C -3.01978 2.34340 -3.79326
C -2.03301 2.12800 -2.80834
H 0.00860 1.45584 -3.02221
H -0.32056 1.54928 -5.51006
H -2.90774 2.19221 -5.97017
H -4.01772 2.73877 -3.67406
H -2.15789 2.23849 -1.74129
N -0.83999 5.10861 -4.05174
C 0.39822 5.42973 -3.41662
C 0.43890 6.79411 -3.37259
C -0.73678 7.34062 -3.92449
C -1.53122 6.27457 -4.30863
H -1.11061 4.18746 -4.36537
H 1.06749 4.63676 -3.11717
H 1.21513 7.38659 -2.91123
H -1.13874 8.34303 -3.92058
H -2.50713 6.21706 -4.76762
N 1.46594 3.65956 6.20191
C 1.44240 2.98835 7.42811
C 2.70294 2.75955 7.86882
C 3.54667 3.39661 6.90885
C 2.76258 3.90014 5.85961
H 0.64750 3.93315 5.67711
H 0.49153 2.69091 7.84498
H 2.87490 2.29083 8.82648
H 4.62140 3.37011 7.01203
H 2.97130 4.40912 4.93022
N -6.48476 6.75452 4.98711
C -6.39840 5.42845 4.75415
C -5.02077 5.12997 4.66289
C -4.30862 6.32613 4.56259
C -5.21204 7.33903 4.81761
H -7.32919 7.23869 5.25658
H -7.28941 4.82688 4.85711
H -4.72809 4.09291 4.59045
H -3.24293 6.39535 4.40161
H -5.09775 8.40956 4.73227
N -1.20500 0.10265 5.08741
C -1.92861 0.17748 3.86308
C -3.14480 0.88954 4.11609
C -3.14850 1.27119 5.49446
C -2.05465 0.73061 6.02878
H -0.31466 -0.35565 5.21904
H -1.63802 -0.25839 2.91864
H -3.91992 1.15713 3.41325
H -3.93240 1.87018 5.93390
H -1.89085 0.69055 7.09555
N 3.53428 -2.88423 -0.30807
C 4.18467 -3.26602 -1.41846
C 3.74344 -4.51229 -1.78833
C 2.75011 -4.85993 -0.86261
C 2.67319 -3.87414 0.10067
H 3.64507 -2.01352 0.19162
H 4.89641 -2.60212 -1.88652
H 4.01677 -5.13634 -2.62635
H 2.20951 -5.78574 -0.99313
H 2.13600 -3.82444 1.03628
C 7.27339 -5.22025 -3.86308
C 7.19654 -3.77102 -4.41588
O 7.16693 -3.04087 -3.22783
C 7.46075 -1.71512 -3.30919
O 7.98297 -1.10467 -4.29989
O 7.04800 -1.16173 -2.17220
C 7.48939 0.15576 -1.85380
H 6.34149 -5.43848 -3.34151
H 8.18166 -5.34317 -3.27313
H 7.43487 -5.89264 -4.70564
H 6.26545 -3.61280 -4.96005
H 8.10320 -3.65721 -5.01012
H 8.56389 0.17292 -1.67149
H 7.08359 0.44333 -0.88390
H 7.20697 1.00705 -2.47318
C -0.07418 -8.81400 4.72710
C 0.76485 -7.55708 4.51071
O 0.01682 -6.59918 3.77901
C 0.52567 -5.45086 3.30292
O 1.69819 -5.05012 3.43836
O -0.50349 -4.85360 2.61649
C -0.35740 -3.49860 2.16036
H 0.44177 -9.43464 5.45970
H -0.20194 -9.35071 3.78703
H -1.08472 -8.66103 5.10594
H 1.74049 -7.86151 4.13186
H 1.06315 -7.21463 5.50160
H -0.13973 -3.46404 1.09288
H 0.49145 -2.95887 2.58018
H -1.21627 -2.83449 2.25740
C -3.17796 -2.11688 -3.38108
C -2.21015 -2.53031 -4.53540
O -2.52102 -1.61843 -5.56091
C -1.68096 -1.42616 -6.51502
O -0.67353 -2.08711 -6.64433
O -2.15094 -0.41735 -7.37422
C -1.59315 -0.20462 -8.66447
H -3.16316 -1.04467 -3.18554
H -2.78559 -2.58852 -2.48012
H -4.17406 -2.49893 -3.60453
H -2.40117 -3.55077 -4.86747
H -1.16012 -2.50034 -4.24446
H -1.01873 -1.04265 -9.05923
H -0.85144 0.58397 -8.53757
H -2.25956 0.15981 -9.44624
C -1.02385 -5.74471 -0.75813
C -1.35109 -5.88406 -2.26482
O -0.41433 -5.17708 -3.06202
C -0.20998 -5.58083 -4.20780
O -0.63621 -6.60979 -4.77153
O 0.59727 -4.66810 -4.76569
C 0.81632 -4.76061 -6.21809
H -1.72021 -6.18267 -0.04301
H -0.74856 -4.73365 -0.45800
H -0.11683 -6.33609 -0.63280
H -2.36762 -5.56299 -2.49209
H -1.26537 -6.95099 -2.47075
H 1.36529 -3.86487 -6.50856
H -0.16000 -4.77935 -6.70239
H 1.26780 -5.73469 -6.40633
C 1.34827 -1.59275 -2.90886
C 0.49824 -1.50011 -1.64409
O 0.56490 -0.18460 -1.17872
C -0.19002 0.20557 -0.08356
O -0.99059 -0.55521 0.52326
O 0.10276 1.46432 0.25602
C -0.29585 1.94205 1.54881
H 1.33598 -2.56160 -3.40816
H 2.38881 -1.33841 -2.70712
H 1.05954 -0.83707 -3.63940
H 0.90690 -2.14859 -0.86914
H -0.49069 -1.88103 -1.89909
H 0.32475 1.55505 2.35702
H -1.32633 1.75409 1.85029
H -0.09650 3.01265 1.59537
N 4.03146 -0.53789 1.14218
C 3.20343 0.06627 2.00822
C 3.68910 0.91719 3.02959
C 5.03945 1.15976 3.07489
C 5.89778 0.63851 2.12860
C 5.36121 -0.20224 1.19629
H 2.21119 -0.36018 2.00924
H 2.99311 1.36299 3.72475
H 5.33364 1.81910 3.87808
H 6.96244 0.81377 2.17551
H 6.01921 -0.71481 0.51022
N -6.83440 1.72355 0.22895
C -6.02019 2.63614 -0.31545
C -4.63124 2.50910 -0.17690
C -4.02316 1.40026 0.32804
C -4.86312 0.35127 0.72913
C -6.30060 0.52564 0.67479
H -6.38204 3.55879 -0.74462
H -3.96973 3.29119 -0.51918
H -2.95676 1.23112 0.35207
H -4.47697 -0.58426 1.10606
H -6.98318 -0.29270 0.85028
N -2.18041 4.60172 0.63497
C -1.31349 5.17133 -0.18405
C -1.33629 6.57454 -0.37053
C -2.21635 7.40451 0.35932
C -3.01019 6.78850 1.30714
C -2.97896 5.34970 1.38971
H -0.69480 4.56661 -0.83055
H -0.65115 6.97562 -1.10273
H -2.23050 8.47212 0.19678
H -3.65278 7.37713 1.94510
H -3.66063 4.77984 2.00370
N 1.21003 -1.16101 5.51716
C 2.09936 -0.34041 6.01021
C 3.31290 -0.77497 6.59393
C 3.59385 -2.15302 6.65400
C 2.62117 -2.99525 6.15870
C 1.47319 -2.48410 5.66985
H 1.90196 0.69728 5.78516
H 3.97708 -0.07030 7.07217
H 4.53280 -2.58595 6.96596
H 2.78628 -4.06250 6.16958
H 0.73570 -3.17609 5.29083
N -5.86836 -3.23279 3.62933
C -5.47882 -1.98118 4.02090
C -6.02189 -1.39609 5.19388
C -6.89603 -2.08204 5.97876
C -7.30815 -3.37920 5.59446
C -6.79890 -3.86635 4.39401
H -4.75856 -1.44821 3.41794
H -5.64581 -0.43009 5.49690
H -7.22072 -1.63068 6.90464
H -8.05767 -3.86465 6.20188
H -7.15329 -4.79919 3.98094
N 2.15618 2.14646 -3.16414
C 2.61049 1.99217 -4.43253
C 3.75962 1.31327 -4.78809
C 4.48296 0.69031 -3.75743
C 4.06396 0.74018 -2.46808
C 2.93574 1.57609 -2.17953
H 1.94467 2.51993 -5.09927
H 3.98321 1.20147 -5.83876
H 5.34915 0.14517 -4.10231
H 4.62769 0.34349 -1.63667
H 2.62322 1.65599 -1.14883
N -5.20823 -5.96071 -1.77454
C -5.72485 -4.84604 -2.31477
C -5.77153 -3.61477 -1.61350
C -5.36803 -3.56338 -0.27241
C -5.04175 -4.79613 0.34939
C -4.91980 -5.95541 -0.46110
H -5.78489 -4.82615 -3.39291
H -6.07473 -2.71634 -2.13049
H -5.43414 -2.66404 0.32192
H -4.77234 -4.78606 1.39520
H -4.53795 -6.84360 0.02026
N 4.09134 -3.03306 -8.07579
C 3.53762 -2.61929 -6.88449
C 2.69484 -1.52021 -6.75927
C 2.25975 -0.83398 -7.84763
C 2.87488 -1.18271 -9.05047
C 3.83853 -2.23998 -9.14948
H 3.80240 -3.22864 -6.03303
H 2.29115 -1.30034 -5.78197
H 1.48120 -0.09016 -7.76406
H 2.61059 -0.73080 -9.99509
H 4.30530 -2.45143 -10.10017
N 1.86238 4.89728 1.47401
C 2.80903 3.99324 1.13061
C 3.42117 3.98749 -0.11669
C 3.19607 5.05268 -0.98433
C 2.43558 6.08756 -0.55346
C 1.70162 5.92507 0.62975
H 2.91508 3.12295 1.76128
H 4.16967 3.26510 -0.40706
H 3.69576 4.99665 -1.94014
H 2.38811 7.04272 -1.05527
H 1.08493 6.70275 1.05556
*
```

- HOMO level (eV) = -7.8
- E (eV) = -152935.7257

---

Entry 7:
C2H10NOS | ωB97M-V with the def2-TZVPD basis set

ORCA input file:
```
! RIJCOSX wB97M-V def2-TZVPD def2/J DEFGRID3
* xyz 2 2
C 0.42272 -0.11332 0.37082
C 1.60900 0.95119 0.57397
S 3.18286 0.52620 -0.26049
N -0.75559 0.49491 -0.28531
H 0.17952 -0.36288 1.40248
H 0.78837 -1.02843 -0.08339
H 1.81239 1.11040 1.63328
H 1.23166 1.89857 0.19689
H 3.35715 -0.68794 0.34735
H -0.65793 0.55783 -1.30166
H -0.88972 1.49222 -0.08660
H -1.66807 0.02533 -0.05454
H -3.61966 -1.53256 -1.07877
H -2.21742 -2.05779 -0.67706
O -2.77528 -1.27372 -0.69698
*
```

- ΔE to the lowest compared entry with this formula, charge and spin (kcal/mol) = 13.2
- HOMO level (spin up / spin down) (eV) = -19.4 / -19.4
- E (eV) = -16589.0514

---

Entry 8:
C4H11NO2 | ωB97M-V with the def2-TZVPD basis set

ORCA input file:
```
! RIJCOSX wB97M-V def2-TZVPD def2/J DEFGRID3
* xyz 1 2
C -1.56786 -0.68688 -0.13261
O -2.46842 -0.51629 -1.27450
C -0.41943 0.30764 -0.09225
C 0.55625 0.18105 1.02768
C 1.85291 1.07040 0.75370
O 0.95129 -1.28564 1.08286
N 0.33565 0.15763 -1.37557
H -1.03897 -1.64199 -0.07624
H -2.28827 -0.75048 0.76548
H -0.84050 1.29528 0.03134
H 0.04085 0.52288 1.99012
H 2.74967 1.26630 1.49622
H 1.46940 2.01092 0.54758
H 2.30459 0.69989 -0.14233
H 1.26486 -1.56235 0.18550
H 0.18726 0.92641 -1.98043
H -0.04619 -0.68664 -1.78185
H -3.04310 -1.30812 -1.02470
*
```

- ΔE to the lowest compared entry with this formula, charge and spin (kcal/mol) = 64.5
- HOMO level (spin up / spin down) (eV) = -15.2 / -15.0
- E (eV) = -9900.1985